#a
A structure of composition C3H6O2S, computed with ωB97M-V/def2-TZVPD.

ORCA input file:
```
! wB97M-V def2-TZVPD RIJCOSX def2/J DEFGRID3
* xyz 0 1
C -0.752 -0.363 0.684
C 0.452 -0.715 -0.184
C 1.507 0.463 -0.159
H -2.457 -0.256 -1.354
H -1.213 -1.433 1.390
H -0.482 0.767 1.579
H 1.452 -1.417 0.055
H 0.176 -0.707 -1.272
H 0.053 1.410 -0.330
O 0.871 1.618 0.220
O 2.680 0.122 -0.346
S -2.287 0.511 -0.284
*
```

Computed properties:
HOMO-LUMO gap = 0.37986 Ha
LUMO level = 0.4193 eV


#b
A cluster of 2 separate species, C3H6O2S in total, computed with ωB97M-V/def2-TZVPD.

ORCA input file:
```
! wB97M-V def2-TZVPD RIJCOSX def2/J DEFGRID3
* xyz 0 1
C 2.034 -1.606 0.283
C -0.122 0.781 -0.348
C -0.446 -0.614 -0.694
O 2.790 -0.791 -0.121
O -0.279 1.010 1.046
S -1.620 -1.582 0.207
H 2.297 -2.437 0.913
H -0.884 1.420 -0.819
H 0.828 0.855 -0.821
H 0.129 -1.068 -1.511
H -0.270 1.852 1.368
H -1.265 -1.186 1.435
*
```

Computed properties:
HOMO-LUMO gap (spin up / spin down) = 0.31394 / 0.28182 Ha
LUMO level (spin up / spin down) = 0.3081 / 0.2412 eV


In hartree, relative to the most stable structure: #a 0.0000; #b 0.0155.


#a
A cluster of 2 separate species, C6H14 in total, computed with ωB97M-V/def2-TZVPD.

ORCA input file:
```
! wB97M-V def2-TZVPD RIJCOSX def2/J DEFGRID3
* xyz 0 1
C -0.630 -1.581 0.437
C 0.017 -0.205 0.729
C 0.409 0.558 -0.503
C 1.624 0.162 -1.162
C 1.655 -0.512 -2.455
C 2.328 1.177 -2.253
H -1.513 -1.393 -0.181
H 0.041 -2.257 -0.090
H -0.994 -2.045 1.358
H 0.884 -0.400 1.385
H -0.704 0.381 1.298
H -7.691 0.861 7.797
H 0.006 1.563 -0.541
H 2.425 -0.188 -0.481
H 0.773 -0.399 -3.062
H -8.450 0.928 7.725
H 2.375 -1.279 -2.697
H 2.831 1.865 -1.566
H 3.085 1.006 -3.022
H 1.530 1.757 -2.716
*
```

Computed properties:
HOMO-LUMO gap = 0.20121 Ha
LUMO level = 0.0174 eV


#b
A cluster of 2 separate species, C6H14 in total, computed with ωB97M-V/def2-TZVPD.

ORCA input file:
```
! wB97M-V def2-TZVPD RIJCOSX def2/J DEFGRID3
* xyz 0 1
C -2.312 -1.274 -0.008
C -0.768 -1.007 0.189
C -0.333 0.330 -0.470
C 0.259 1.362 0.423
C 1.727 1.755 -0.160
C 2.406 0.324 -0.297
H -2.573 -0.951 -0.962
H -2.365 -2.467 0.202
H -3.006 -0.756 0.823
H -0.558 -0.994 1.238
H -0.258 -1.812 -0.303
H -0.970 0.740 -1.208
H -2.251 -3.430 0.129
H 0.473 1.076 1.449
H -0.359 2.316 0.505
H 1.451 2.157 -1.113
H 2.118 2.578 0.454
H 1.451 -0.170 -0.526
H 2.661 -0.079 0.689
H 3.205 0.300 -1.053
*
```

Computed properties:
HOMO-LUMO gap = 0.17891 Ha
LUMO level = -1.6732 eV


In hartree, relative to the most stable structure: #a 0.0000; #b 0.0267.